{
  "formula": "C29H36N6O4S5Tc",
  "method": "the ωB97M-V functional and the def2-TZVPD basis",
  "symbols": ["Tc", "S", "S", "S", "S", "S", "O", "O", "O", "O", "N", "N", "N", "N", "N", "N", "C", "C", "C", "C", "C", "C", "C", "C", "C", "C", "C", "C", "C", "C", "C", "C", "C", "C", "C", "C", "C", "C", "C", "C", "C", "C", "C", "C", "C", "H", "H", "H", "H", "H", "H", "H", "H", "H", "H", "H", "H", "H", "H", "H", "H", "H", "H", "H", "H", "H", "H", "H", "H", "H", "H", "H", "H", "H", "H", "H", "H", "H", "H", "H", "H"],
  "xyz": [[-0.69316, -0.27220, 1.52027], [-1.20617, -5.43705, 1.63589], [1.15384, 0.28203, 0.22611], [-1.61826, 1.72983, 0.89187], [3.11002, -0.38370, 3.28298], [0.05931, -0.38092, 3.67609], [-1.70202, -4.66406, 2.76351], [-0.29430, -4.76042, 0.72971], [-1.13912, -3.67919, -3.17287], [-2.43107, -5.14682, -2.22529], [-2.66891, -3.47984, 0.03641], [-1.54955, -1.62158, 0.31487], [-1.83855, -4.09165, -2.27236], [-0.83251, 3.49587, -0.85307], [1.78283, 2.50131, -1.07150], [1.91501, -1.23953, 5.34615], [4.17637, -0.74960, 4.73157], [-2.04823, 7.89161, -1.12362], [3.61122, 1.83073, -2.65798], [-2.17025, 4.16430, -0.60223], [3.31311, -1.59245, 5.66785], [-1.38821, -7.70018, 3.20198], [0.85902, 1.80389, -0.43268], [-3.09614, -2.23057, 2.18296], [4.86142, 2.37008, -3.08976], [-2.59300, 8.00431, -2.39718], [-0.49290, 2.43919, -0.21148], [-1.90840, 6.64468, -0.54217], [4.49755, 1.31146, -5.23027], [-2.62444, -5.90933, 0.66161], [-3.48357, -4.68054, 0.37100], [2.80816, 1.02417, -3.54476], [-1.20744, -2.11166, -0.93476], [1.47170, 3.88828, -1.51478], [3.18256, 2.05924, -1.22868], [-2.97969, 6.86751, -3.09914], [-2.83892, 5.62000, -2.52194], [1.69875, -0.72498, 4.17858], [-2.29581, 5.50571, -1.24467], [3.24568, 0.75521, -4.79435], [-2.44504, -2.47782, 0.87130], [-0.50879, -6.97114, 2.18506], [5.31221, 2.10367, -4.34004], [0.03980, 3.98591, -1.94215], [-1.89576, -3.24265, -1.09844], [2.66825, 0.12815, -5.46344], [5.45865, 2.97526, -2.41587], [-0.15876, 3.39057, -2.83594], [-1.67124, -7.04556, 4.02340], [-4.15627, -4.88675, -0.45214], [-3.21500, -6.62895, 1.22904], [-3.19001, 4.73848, -3.05387], [-0.22621, 5.01682, -2.15870], [0.45570, -6.66754, 2.59697], [-4.17059, -2.08292, 2.05751], [5.06012, -1.28130, 4.39595], [6.27024, 2.48523, -4.67449], [3.82067, 2.82083, -0.77841], [1.86940, 0.60622, -3.19909], [-2.91690, -3.05651, 2.87058], [-2.28584, -8.12021, 2.74963], [1.68735, 4.57595, -0.69372], [4.82802, 1.14847, -6.25242], [-1.73489, 8.77505, -0.58434], [-3.39744, 6.95682, -4.09299], [-0.33988, -7.54034, 1.26753], [3.44501, -2.65934, 5.49592], [-2.94536, 3.48085, -0.96269], [-0.82889, -8.53248, 3.62169], [1.15412, -1.47985, 5.97450], [3.33314, 1.13253, -0.66996], [-2.27724, 4.24279, 0.47950], [-2.23784, -6.36891, -0.24521], [-1.53140, 6.56625, 0.47520], [2.11700, 4.14902, -2.35050], [-4.06990, -4.42270, 1.24551], [-2.70206, -1.31026, 2.64269], [-0.51919, -1.64037, -1.61186], [4.46790, 0.20147, 5.16725], [3.52432, -1.38089, 6.71164], [-2.73331, 8.98297, -2.83845]],
  "forces_ev_per_a": [[-0.710, 0.620, -0.209], [-0.016, -0.121, 0.077], [0.022, -0.044, 0.018], [0.249, -0.777, 0.618], [0.064, -0.037, -0.078], [-0.362, -0.075, -0.422], [0.281, -0.270, -0.080], [0.051, -0.102, 0.227], [-0.326, -0.034, 0.220], [-0.067, 0.263, -0.116], [-0.249, -0.204, -0.197], [0.611, 0.078, 0.522], [0.454, -0.285, 0.008], [-0.062, 0.404, -0.519], [0.041, 0.176, -0.490], [0.048, -0.138, 0.394], [-0.088, 0.006, -0.022], [0.023, 0.155, -0.107], [-0.116, -0.062, -0.210], [-0.288, 0.198, -0.094], [0.037, 0.057, -0.057], [0.102, 0.045, -0.060], [-0.008, -0.130, 0.229], [-0.054, 0.123, -0.016], [-0.390, -0.176, 0.461], [0.027, 0.010, -0.044], [0.417, -0.344, 0.237], [0.080, -0.127, 0.119], [-0.020, 0.096, 0.251], [0.081, 0.101, 0.016], [0.111, -0.052, -0.028], [0.162, 0.331, 0.653], [0.083, 0.202, 0.258], [0.133, -0.150, 0.174], [-0.177, 0.239, -0.004], [0.003, 0.217, -0.097], [-0.029, -0.202, 0.011], [0.129, 0.109, -0.439], [-0.056, -0.043, 0.087], [0.494, 0.119, -0.474], [-0.059, 0.254, -0.112], [-0.222, 0.050, 0.039], [-0.176, -0.342, -0.650], [-0.040, 0.018, 0.027], [-0.349, -0.267, -0.204], [0.100, 0.070, -0.048], [-0.093, -0.047, 0.016], [-0.091, -0.023, -0.001], [-0.010, 0.039, -0.018], [-0.057, 0.023, -0.107], [-0.010, 0.009, -0.038], [0.071, 0.058, 0.048], [-0.046, 0.058, 0.052], [0.038, -0.071, -0.008], [0.007, 0.056, -0.027], [0.041, -0.047, -0.018], [-0.085, -0.032, -0.103], [-0.022, 0.031, 0.067], [0.047, 0.068, 0.076], [0.004, 0.100, -0.047], [0.007, 0.049, -0.024], [0.054, -0.012, 0.047], [0.013, -0.027, 0.093], [-0.093, 0.025, 0.015], [-0.060, 0.033, 0.040], [0.117, -0.028, 0.087], [-0.046, -0.076, -0.036], [0.143, -0.092, -0.038], [0.064, -0.044, -0.033], [0.011, -0.016, -0.032], [0.006, -0.035, 0.021], [0.111, -0.035, 0.045], [-0.077, -0.045, 0.001], [0.002, -0.028, -0.108], [0.047, -0.066, -0.041], [-0.024, 0.122, 0.065], [-0.018, 0.021, -0.033], [0.008, 0.000, 0.070], [-0.001, 0.050, 0.041], [-0.043, 0.058, 0.066], [0.047, -0.035, -0.004]],
  "homo_ev": [-17.59, -17.59],
  "total_charge": 4,
  "spin_multiplicity": 2,
  "e_lumo_ev": [-12.39, -14.25]
}


{
  "formula": "C29H37AsN3O2RuSe4Si2",
  "method": "the ωB97M-V functional and the def2-TZVPD basis",
  "symbols": ["Ru", "Se", "Se", "Se", "Se", "As", "Si", "Si", "O", "O", "N", "N", "N", "C", "C", "C", "C", "C", "C", "C", "C", "C", "C", "C", "C", "C", "C", "C", "C", "C", "C", "C", "C", "C", "C", "C", "C", "C", "C", "C", "C", "C", "H", "H", "H", "H", "H", "H", "H", "H", "H", "H", "H", "H", "H", "H", "H", "H", "H", "H", "H", "H", "H", "H", "H", "H", "H", "H", "H", "H", "H", "H", "H", "H", "H", "H", "H", "H", "H"],
  "xyz": [[-0.88242, 1.21410, -0.80451], [-2.42181, 3.01869, -3.48578], [-4.24561, 2.32180, -2.20677], [-3.21030, 0.70763, -0.91415], [-1.06160, 1.14318, -3.25541], [-1.01016, -1.23031, -0.05805], [0.86824, -2.10255, 1.01906], [-1.84676, -2.91557, -1.43656], [2.44316, 3.31510, -2.26573], [-2.96321, 3.47825, 2.01269], [1.23932, 1.67702, -1.26840], [-0.73236, 3.24583, -0.72966], [-1.57123, 1.88322, 1.23388], [0.49761, 1.64993, 4.97031], [0.27441, 3.85466, -1.36614], [3.10989, -2.64164, -3.58111], [-2.03463, 3.07549, 1.14422], [-1.29315, 0.96670, 3.51181], [4.17105, -2.00589, -2.94952], [-0.80074, -4.47904, -1.41745], [3.95023, -0.83347, -2.24568], [0.39714, 0.45027, 5.66320], [-1.47099, 5.34272, 0.11018], [1.84792, -0.64299, 1.68798], [2.57320, 1.08001, -1.52375], [-3.34205, 2.27157, 2.73522], [-1.39223, -0.22864, 4.21053], [2.08230, -3.21883, 0.12125], [-3.54881, -3.37332, -0.78138], [-0.57882, 5.98275, -0.73940], [1.31716, 2.88925, -1.69222], [-0.34434, 1.90674, 3.89978], [3.21425, 2.11114, -2.47149], [-0.55036, -0.48822, 5.28307], [-2.24636, 1.24413, 2.37641], [1.61424, -0.92857, -2.78235], [-1.48043, 3.95779, 0.12308], [-2.06816, -2.39520, -3.22634], [2.67250, -0.27950, -2.16603], [0.23811, -3.15459, 2.44892], [1.83598, -2.10455, -3.48771], [0.36643, 5.23143, -1.43090], [-2.67420, 0.30024, 2.03208], [4.78054, -0.34368, -1.74711], [0.61323, -0.53518, -2.68474], [-3.38051, 2.51351, 3.79380], [2.83877, -3.52492, 0.85216], [-4.32564, 1.97521, 2.37297], [1.61002, -4.12205, -0.26357], [0.16268, -4.32354, -1.90521], [-4.01401, -4.15123, -1.39377], [1.07418, -3.52005, 3.05281], [-0.62502, -1.43038, 5.81056], [5.16739, -2.42539, -2.99982], [-4.20478, -2.49992, -0.78080], [2.83436, -0.97002, 2.02872], [-0.61163, -4.83543, -0.40307], [-0.55445, 7.06244, -0.78685], [-0.24815, 2.83586, 3.34939], [-2.44895, -3.24522, -3.80105], [-1.13993, -2.05858, -3.69206], [-0.43899, -2.59624, 3.09525], [3.09442, 1.05834, -0.56067], [1.17466, 5.69454, -1.97866], [2.59250, -2.72334, -0.70031], [3.27501, -3.55853, -4.13176], [-0.30463, -4.02444, 2.07029], [-3.48093, -3.73637, 0.24635], [1.06131, 0.24596, 6.49281], [3.08738, 1.81089, -3.51255], [-2.11766, 5.89342, 0.77863], [4.25835, 2.32590, -2.26361], [-1.33145, -5.27003, -1.95569], [-2.11878, -0.96812, 3.89448], [1.00172, -2.60390, -3.96408], [1.24068, 2.38191, 5.25956], [-2.78338, -1.57565, -3.31391], [1.98143, 0.11971, 0.91730], [1.33784, -0.17217, 2.52712]],
  "forces_ev_per_a": [[-0.166, -0.148, -0.156], [0.139, 0.085, -0.095], [-0.158, -0.121, 0.113], [-0.101, 0.028, 0.036], [0.011, 0.149, -0.192], [0.064, -0.037, 0.092], [-0.017, 0.011, -0.020], [0.000, 0.002, -0.021], [-0.029, 0.022, -0.015], [-0.011, 0.022, -0.017], [0.132, 0.093, -0.015], [0.085, 0.107, 0.053], [-0.067, 0.051, 0.200], [0.011, -0.012, 0.005], [-0.040, -0.005, 0.011], [0.006, -0.005, 0.020], [0.015, -0.061, 0.003], [0.032, -0.021, -0.034], [-0.016, -0.011, 0.014], [-0.023, 0.001, -0.014], [-0.023, -0.026, 0.028], [0.003, 0.003, 0.000], [-0.010, -0.012, 0.016], [0.025, 0.014, -0.032], [-0.002, 0.007, -0.009], [-0.016, -0.002, 0.009], [0.023, -0.012, -0.012], [-0.003, -0.029, 0.008], [-0.003, -0.005, -0.008], [0.005, 0.005, -0.010], [-0.007, -0.042, 0.042], [0.024, -0.011, -0.031], [0.020, -0.002, -0.035], [0.008, 0.004, -0.005], [0.009, 0.003, -0.010], [0.008, -0.028, 0.024], [0.014, 0.015, -0.043], [0.011, 0.007, -0.006], [0.003, -0.048, 0.036], [0.004, 0.014, 0.005], [-0.011, -0.036, 0.015], [0.004, 0.003, -0.015], [0.009, 0.004, -0.001], [0.000, 0.003, 0.000], [0.077, -0.082, 0.031], [-0.001, -0.005, -0.003], [0.009, 0.004, -0.013], [-0.004, 0.000, 0.005], [0.025, 0.024, 0.027], [-0.004, 0.011, -0.021], [-0.002, -0.001, 0.001], [0.001, -0.004, 0.007], [-0.002, 0.000, 0.003], [0.002, -0.002, -0.001], [-0.002, 0.001, 0.000], [0.004, 0.005, 0.008], [-0.015, -0.003, 0.011], [0.000, 0.002, -0.002], [-0.002, 0.002, -0.001], [-0.009, 0.002, -0.010], [-0.028, -0.007, 0.024], [0.016, 0.014, -0.013], [0.022, -0.004, -0.063], [0.002, 0.001, 0.004], [0.036, 0.067, -0.116], [0.001, 0.001, -0.002], [-0.003, -0.002, -0.012], [0.004, -0.001, 0.000], [0.000, 0.001, 0.002], [0.020, -0.007, 0.006], [-0.001, -0.001, 0.002], [-0.003, 0.012, 0.013], [-0.002, 0.002, 0.000], [0.002, -0.009, -0.002], [0.015, -0.006, 0.009], [0.000, 0.002, 0.002], [0.002, 0.007, -0.001], [-0.035, -0.065, 0.075], [-0.090, 0.062, 0.095]],
  "homo_ev": [-6.44, -6.37],
  "spin_multiplicity": 2,
  "e_above_lowest_kcal_mol": 2.0,
  "e_lumo_ev": [-0.69, -1.83]
}


{
  "formula": "C29H37BKN9OS6",
  "method": "the ωB97M-V functional and the def2-TZVPD basis",
  "symbols": ["K", "S", "S", "S", "S", "S", "S", "O", "N", "N", "N", "N", "N", "N", "N", "N", "N", "C", "C", "C", "C", "C", "C", "C", "C", "C", "C", "C", "C", "C", "C", "C", "C", "C", "C", "C", "C", "C", "C", "C", "C", "C", "C", "C", "C", "C", "B", "H", "H", "H", "H", "H", "H", "H", "H", "H", "H", "H", "H", "H", "H", "H", "H", "H", "H", "H", "H", "H", "H", "H", "H", "H", "H", "H", "H", "H", "H", "H", "H", "H", "H", "H", "H", "H"],
  "xyz": [[-0.81286, -0.21459, -1.31056], [-5.12692, 3.97500, 0.22874], [0.10460, 1.96802, -4.59080], [-5.02249, 1.94015, -2.01989], [2.12165, -1.29376, -0.22282], [1.03855, 1.97861, 0.08670], [-0.70393, -2.44856, -3.37558], [2.13026, 2.25302, -0.90439], [-0.40017, -1.84617, 1.51465], [1.93366, -2.20948, -4.17063], [-3.48885, 1.95464, 0.22776], [2.28991, 0.28346, -4.30655], [2.60046, 2.30103, -3.53045], [-2.94774, -1.37410, 0.49540], [3.06585, -2.10071, 2.10198], [0.80308, -2.23308, 2.02251], [1.57264, -3.78948, -2.70813], [-3.31450, 2.62004, 1.42193], [-5.11329, -1.81444, 2.15985], [1.47707, 2.98046, 1.54854], [0.93843, -4.54396, -1.64655], [1.67690, 1.48711, -4.15083], [-0.25592, 4.36522, 0.58156], [2.37971, 3.67161, -3.14239], [-2.77233, -2.01747, 1.65536], [3.57274, 0.36352, -3.77832], [-2.34225, 2.97611, 3.59703], [-2.44188, 2.21718, 2.43729], [0.97147, -2.76806, -3.40110], [2.91126, -3.85940, -3.05133], [-3.99539, 4.53400, 2.77052], [-3.84654, -2.26009, 2.51151], [-4.10055, 3.77134, 1.61341], [-3.10037, 4.13571, 3.76264], [3.11854, -3.10207, 3.15845], [-1.24604, -3.58982, 3.01310], [3.08100, -4.53613, 2.62900], [-5.29030, -1.16008, 0.95493], [3.12149, -2.89369, -3.96451], [-4.42851, 2.46977, -0.54041], [-4.17229, -0.96304, 0.15690], [-1.40030, -2.46382, 2.02476], [3.77136, 1.59974, -3.30256], [1.16280, 4.41587, 1.14322], [1.89252, -1.88391, 1.36859], [-0.30906, 3.15482, -0.35860], [1.80020, -0.96917, -5.12335], [2.20421, -4.65802, 1.98916], [1.86969, 4.72037, 0.36637], [-5.95269, -1.97529, 2.82684], [-2.07804, -4.29343, 2.93871], [-0.95951, 4.22180, 1.40273], [3.97323, -4.75552, 2.03300], [4.60732, 2.03610, -2.78145], [4.02902, -2.93816, 3.73759], [-0.31098, -4.10903, 2.81747], [2.58796, -1.14810, -6.04755], [0.87309, 2.63867, 2.39721], [-1.85629, 1.31047, 2.29936], [2.92044, 4.35662, -3.80154], [-3.00245, 4.72243, 4.66881], [-6.25917, -0.79363, 0.63933], [1.44297, -5.50495, -1.54043], [-3.68825, -2.75663, 3.45970], [0.66824, -0.83277, -5.48070], [-4.60837, 5.41794, 2.90191], [1.23916, 5.11723, 1.97736], [4.01452, -2.64120, -4.51090], [-1.19614, -3.20966, 4.04183], [2.25951, -2.93663, 3.80249], [-1.66669, 2.66506, 4.38609], [2.53249, 2.78291, 1.73229], [1.31678, 3.86989, -3.22777], [-0.52967, 5.28667, 0.06569], [-0.10688, -4.68868, -1.90166], [3.86295, -2.07361, 1.48904], [-4.26692, -0.44273, -0.79392], [2.71030, 3.81562, -2.11234], [-0.09028, 3.40983, -1.39707], [3.57591, -4.59180, -2.62275], [0.99431, -3.98945, -0.70838], [3.02131, -5.26160, 3.44806], [-1.26855, 2.63328, -0.31034], [4.23377, -0.48530, -3.77085]],
  "forces_ev_per_a": [[-0.127, -0.188, 0.148], [0.003, -0.169, -0.141], [0.115, -0.057, 0.191], [0.044, 0.036, 0.074], [-0.078, 0.029, 0.097], [0.207, 0.588, -0.101], [0.194, -0.130, -0.001], [-0.339, -0.399, 0.850], [0.225, 0.088, -0.318], [0.098, -0.164, -0.063], [-0.058, -0.064, -0.169], [0.041, 0.179, -0.075], [-0.071, -0.077, -0.348], [-0.115, 0.103, -0.222], [-0.109, -0.158, 0.039], [0.222, 0.069, 0.242], [-0.035, 0.135, 0.065], [-0.063, -0.203, -0.169], [0.091, -0.058, 0.040], [-0.084, -0.017, -0.016], [0.081, 0.092, -0.094], [0.603, 0.040, 0.279], [0.126, -0.087, -0.038], [0.327, 0.191, -0.083], [0.070, 0.014, -0.153], [-0.271, -0.258, -0.270], [0.008, -0.042, -0.114], [0.083, -0.062, 0.008], [0.171, -0.418, -0.059], [-0.226, -0.128, 0.143], [0.125, -0.120, 0.030], [-0.156, 0.060, 0.114], [-0.116, 0.148, 0.014], [-0.130, 0.031, -0.148], [-0.158, 0.063, -0.291], [-0.110, -0.001, 0.064], [0.016, 0.018, -0.044], [-0.035, -0.018, 0.035], [-0.240, 0.179, -0.117], [0.223, 0.328, 0.667], [0.326, -0.078, -0.034], [-0.235, -0.001, -0.027], [-0.250, 0.397, 0.058], [-0.056, -0.016, 0.023], [-0.088, -0.109, 0.003], [-0.066, -0.004, 0.113], [0.036, 0.029, 0.018], [0.034, -0.023, 0.044], [0.001, 0.031, 0.032], [0.011, -0.014, 0.016], [0.001, 0.054, 0.044], [-0.048, 0.032, 0.003], [-0.070, -0.006, 0.043], [-0.100, -0.025, 0.000], [0.044, 0.047, 0.056], [-0.003, 0.006, 0.015], [-0.023, -0.009, 0.118], [0.035, 0.062, -0.109], [-0.057, 0.076, 0.020], [-0.026, -0.018, -0.162], [-0.020, -0.014, -0.015], [0.063, 0.008, -0.022], [0.012, 0.001, -0.031], [0.009, -0.022, -0.022], [0.102, 0.010, 0.005], [0.029, 0.010, 0.003], [0.068, -0.049, 0.032], [-0.073, 0.012, 0.021], [-0.001, -0.062, -0.065], [-0.006, 0.043, 0.104], [0.005, -0.017, -0.036], [-0.035, -0.077, 0.043], [-0.097, 0.037, 0.000], [-0.008, -0.024, -0.045], [-0.064, -0.033, -0.040], [0.125, 0.001, -0.066], [0.012, -0.024, 0.133], [-0.084, 0.010, -0.271], [-0.022, -0.099, 0.003], [-0.067, 0.083, 0.014], [0.020, 0.058, 0.032], [0.025, 0.042, -0.058], [0.047, 0.054, -0.067], [-0.059, 0.047, 0.008]],
  "homo_ev": -2.00,
  "total_charge": -2,
  "e_above_lowest_kcal_mol": 12.1,
  "e_lumo_ev": 3.95
}


no.,strongest force on any atom (eV Å⁻¹)
1,1.024
2,0.272
3,0.998